Entry 1:
{
  "formula": "C9H32F3NO9",
  "method": "ωB97M-V/def2-TZVPD",
  "e_lumo_ev": 4.69,
  "charge": -2,
  "e_above_lowest_ev": 0.6044,
  "elements": ["N", "H", "H", "H", "H", "O", "H", "O", "H", "C", "O", "O", "C", "F", "F", "F", "C", "C", "H", "H", "H", "H", "H", "H", "C", "O", "H", "H", "H", "H", "C", "O", "H", "H", "H", "H", "C", "O", "H", "H", "H", "H", "C", "O", "H", "H", "H", "H", "C", "O", "H", "H", "H", "H"],
  "xyz": [[-0.402, -0.080, -0.331], [-1.086, -0.632, -0.993], [-0.930, 0.015, 0.556], [-0.266, 0.781, -0.902], [0.395, -0.716, -0.364], [-2.240, -1.569, -1.664], [-1.471, -2.159, -1.636], [-0.054, 2.314, -1.940], [0.130, 3.254, -1.850], [-1.835, 0.056, 2.975], [-0.424, -0.193, 2.701], [-2.522, -0.413, 1.983], [-2.123, -0.506, 4.403], [-1.631, -1.729, 4.639], [-1.650, 0.310, 5.398], [-3.454, -0.561, 4.638], [0.622, 0.422, 3.419], [1.935, -0.126, 2.893], [2.774, 0.353, 3.407], [1.994, -1.209, 2.967], [2.013, 0.184, 1.849], [0.515, 0.226, 4.494], [0.536, 1.510, 3.277], [-1.940, 1.171, 3.043], [-2.015, -3.841, 0.783], [-2.332, -4.082, -0.581], [-2.010, -4.782, 1.338], [-1.018, -3.385, 0.843], [-2.725, -3.129, 1.209], [-2.450, -3.179, -0.992], [-2.706, 3.874, -0.832], [-2.499, 2.486, -0.778], [-3.103, 4.223, 0.130], [-1.799, 4.432, -1.084], [-3.479, 4.120, -1.578], [-1.595, 2.350, -1.154], [1.556, 0.530, -4.518], [0.259, 0.583, -4.033], [2.318, 0.330, -3.746], [1.662, -0.300, -5.227], [1.871, 1.444, -5.047], [0.207, 1.211, -3.277], [3.513, 1.886, -1.485], [2.571, 2.846, -1.854], [3.740, 1.149, -2.275], [4.451, 2.410, -1.282], [3.203, 1.284, -0.621], [1.655, 2.452, -1.911], [2.064, -2.610, -1.188], [1.552, -2.095, 0.032], [2.053, -1.773, -1.886], [3.124, -2.901, -1.156], [1.477, -3.468, -1.515], [1.568, -2.768, 0.718]],
  "lowdin_charge": [0.24, 0.06, 0.09, 0.07, 0.06, -0.43, -0.11, -0.38, -0.03, -0.54, -0.14, -0.13, -0.54, 0.13, 0.07, 0.10, -0.30, -0.08, 0.06, 0.07, 0.06, 0.10, 0.12, 0.14, -0.19, -0.20, 0.06, 0.05, 0.07, 0.00, -0.21, -0.14, 0.06, 0.06, 0.06, 0.01, -0.23, -0.13, 0.05, 0.06, 0.07, 0.02, -0.21, -0.16, 0.05, 0.06, 0.07, 0.02, -0.13, -0.15, 0.08, 0.07, 0.09, 0.09]
}

***

Entry 2:
{
  "formula": "C9H32NO10V",
  "method": "ωB97M-V/def2-TZVPD",
  "spin_multiplicity": 2,
  "e_lumo_ev": [2.15, 2.09],
  "charge": -1,
  "elements": ["O", "V", "O", "C", "C", "C", "C", "C", "C", "N", "O", "C", "C", "C", "H", "H", "H", "H", "H", "H", "H", "H", "H", "H", "H", "H", "H", "H", "H", "H", "H", "H", "O", "H", "H", "O", "H", "H", "O", "H", "H", "O", "H", "H", "O", "H", "H", "O", "H", "H", "O", "H", "H"],
  "xyz": [[30.311, -8.515, -12.613], [29.833, -7.394, -13.601], [30.600, -7.598, -14.996], [32.915, -5.058, -10.267], [31.396, -4.747, -10.433], [30.874, -3.443, -9.680], [31.208, -2.101, -10.342], [30.823, -2.068, -11.811], [31.366, -3.264, -12.628], [31.070, -4.514, -11.867], [31.181, -5.730, -12.670], [32.867, -2.998, -12.974], [30.519, -3.177, -13.944], [30.696, -5.981, -9.664], [33.100, -5.008, -9.194], [33.534, -4.358, -10.828], [33.214, -6.051, -10.602], [31.378, -3.424, -8.714], [29.818, -3.566, -9.441], [32.274, -1.880, -10.287], [30.687, -1.229, -9.948], [31.134, -1.153, -12.315], [29.744, -2.071, -11.971], [33.252, -3.979, -13.256], [33.497, -2.498, -12.239], [32.929, -2.347, -13.846], [30.602, -2.227, -14.472], [29.469, -3.298, -13.676], [30.729, -3.923, -14.710], [29.612, -5.975, -9.775], [31.031, -6.137, -8.639], [30.860, -6.982, -10.064], [28.276, -7.021, -12.008], [27.591, -7.586, -11.652], [28.099, -6.160, -11.629], [32.964, -5.600, -15.396], [32.633, -5.447, -14.511], [32.196, -5.503, -15.959], [28.126, -8.759, -14.865], [27.890, -9.668, -14.679], [27.602, -8.529, -15.633], [33.162, -8.063, -13.253], [32.618, -7.276, -13.299], [33.913, -7.869, -13.814], [31.826, -9.886, -15.981], [31.535, -9.095, -15.528], [32.617, -9.619, -16.448], [30.551, -5.550, -17.045], [30.967, -5.213, -17.839], [30.001, -6.272, -17.349], [28.688, -5.693, -14.950], [28.976, -5.221, -15.732], [27.781, -5.414, -14.822]],
  "lowdin_charge": [-0.45, 0.71, -0.50, -0.04, -0.43, -0.13, -0.19, -0.19, -0.47, -0.13, -0.30, -0.04, -0.05, -0.04, 0.06, 0.06, 0.08, 0.10, 0.10, 0.10, 0.10, 0.11, 0.10, 0.07, 0.06, 0.07, 0.08, 0.07, 0.05, 0.05, 0.07, 0.07, -0.07, 0.07, 0.06, -0.07, -0.02, -0.02, -0.06, 0.05, 0.04, -0.07, -0.03, 0.02, -0.09, -0.05, 0.01, -0.05, 0.06, 0.05, -0.07, 0.02, 0.06]
}

***

Entry 3:
{
  "formula": "C9H33CaN10O8",
  "method": "ωB97M-V/def2-TZVPD",
  "e_lumo_ev": -3.37,
  "charge": 1,
  "elements": ["Ca", "C", "C", "O", "H", "H", "H", "H", "H", "C", "O", "H", "H", "H", "H", "C", "O", "H", "H", "H", "H", "C", "O", "N", "N", "H", "H", "H", "H", "C", "O", "N", "N", "H", "H", "H", "H", "C", "O", "N", "N", "H", "H", "H", "H", "C", "O", "N", "N", "H", "H", "H", "H", "C", "O", "N", "N", "H", "H", "H", "H"],
  "xyz": [[-8.418, 6.160, 9.197], [-5.355, 8.168, 7.816], [-5.196, 7.548, 9.210], [-6.076, 6.521, 9.572], [-4.566, 8.820, 7.441], [-6.319, 8.674, 7.855], [-5.457, 7.388, 7.061], [-5.144, 8.436, 9.839], [-4.162, 7.205, 9.170], [-6.273, 10.793, 5.707], [-5.514, 10.717, 4.509], [-6.953, 9.945, 5.790], [-5.600, 10.706, 6.560], [-6.775, 11.741, 5.902], [-5.118, 9.852, 4.381], [-2.428, 6.707, 11.815], [-1.187, 6.712, 12.502], [-2.622, 5.703, 11.437], [-3.303, 6.942, 12.422], [-2.458, 7.303, 10.903], [-1.373, 6.255, 13.326], [-8.242, 6.746, 5.661], [-8.242, 6.905, 6.882], [-8.209, 5.605, 5.178], [-8.162, 7.707, 4.775], [-8.169, 5.526, 4.172], [-8.110, 4.764, 5.728], [-8.211, 7.484, 3.792], [-8.047, 8.656, 5.101], [-3.910, 11.706, 10.864], [-3.872, 12.692, 11.578], [-3.266, 11.640, 9.741], [-4.486, 10.649, 11.287], [-3.515, 10.884, 9.119], [-2.786, 12.488, 9.476], [-5.033, 10.899, 12.098], [-5.023, 10.012, 10.716], [-1.618, 4.713, 7.206], [-0.725, 4.909, 8.045], [-1.577, 3.814, 6.242], [-2.787, 5.358, 7.219], [-2.333, 3.543, 5.630], [-0.608, 3.554, 6.121], [-3.354, 5.396, 6.384], [-3.049, 5.878, 8.044], [-9.506, 9.312, 8.699], [-8.985, 8.380, 9.166], [-9.188, 10.574, 8.986], [-10.433, 9.197, 7.746], [-9.702, 11.363, 8.620], [-8.403, 10.768, 9.591], [-11.014, 9.920, 7.347], [-10.772, 8.270, 7.530], [-7.242, 3.852, 11.406], [-8.023, 4.282, 10.568], [-6.051, 4.157, 11.665], [-7.606, 2.948, 12.288], [-5.498, 3.344, 11.897], [-5.698, 4.905, 11.085], [-8.568, 2.641, 12.302], [-6.996, 2.718, 13.060]],
  "lowdin_charge": [1.58, -0.11, -0.45, -0.43, 0.07, 0.04, 0.06, 0.06, 0.06, -0.16, -0.10, 0.04, 0.06, 0.09, 0.08, -0.18, -0.10, 0.06, 0.07, 0.07, 0.07, -0.77, -0.10, 0.21, 0.22, 0.14, 0.15, 0.13, 0.10, -0.83, 0.03, 0.18, 0.17, 0.10, 0.13, 0.12, 0.07, -0.73, 0.02, 0.15, 0.15, 0.11, 0.12, 0.10, 0.08, -0.75, -0.07, 0.20, 0.18, 0.12, 0.13, 0.12, 0.11, -0.76, -0.11, 0.21, 0.17, 0.14, 0.10, 0.13, 0.13]
}

***

Entry 4:
{
  "formula": "C9H34BCsN6O6",
  "method": "ωB97M-V/def2-TZVPD",
  "e_lumo_ev": -0.98,
  "charge": 0,
  "e_above_lowest_ev": 1.0517,
  "elements": ["Cs", "B", "H", "H", "H", "H", "C", "O", "N", "N", "H", "H", "H", "H", "C", "O", "N", "N", "H", "H", "H", "H", "C", "O", "N", "N", "H", "H", "H", "H", "C", "C", "O", "H", "H", "H", "H", "H", "H", "C", "C", "O", "H", "H", "H", "H", "H", "H", "C", "C", "O", "H", "H", "H", "H", "H", "H"],
  "xyz": [[-3.701, 0.495, -0.199], [-0.378, 0.574, -0.205], [-0.864, -0.431, -0.280], [0.731, 0.488, -0.452], [-0.860, 1.139, -1.043], [-0.653, 1.047, 0.772], [0.026, -1.787, -3.113], [0.036, -2.312, -4.221], [0.878, -2.131, -2.102], [-0.754, -0.705, -2.815], [0.678, -1.609, -1.267], [1.528, -2.889, -2.164], [-1.305, -0.318, -3.561], [-0.808, -0.220, -1.909], [-0.400, 4.159, -1.349], [-0.505, 5.377, -1.513], [-0.953, 3.507, -0.285], [0.384, 3.392, -2.153], [-1.389, 4.150, 0.355], [-0.809, 2.532, -0.057], [0.969, 3.827, -2.838], [0.426, 2.452, -1.800], [2.043, -0.249, 2.424], [2.875, -0.579, 3.263], [2.300, 0.695, 1.468], [0.855, -0.884, 2.186], [1.652, 0.642, 0.715], [3.223, 1.079, 1.421], [0.613, -1.760, 2.611], [0.274, -0.603, 1.384], [-1.709, -3.628, -0.198], [-2.056, -5.058, 0.242], [-1.784, -5.137, 1.644], [-1.615, -3.631, -1.285], [-0.690, -3.507, 0.174], [-2.357, -2.845, 0.181], [-1.565, -5.835, -0.350], [-3.122, -5.263, 0.072], [-1.700, -6.091, 1.767], [-3.356, 1.786, 3.462], [-2.413, 0.570, 3.500], [-2.914, -0.454, 2.638], [-4.309, 1.536, 3.931], [-3.554, 2.295, 2.515], [-2.919, 2.561, 4.095], [-2.498, 0.289, 4.549], [-1.449, 0.951, 3.162], [-2.242, -1.147, 2.641], [4.841, 2.054, -2.038], [3.752, 1.221, -1.420], [2.760, 0.962, -2.412], [4.411, 3.012, -2.327], [5.250, 1.525, -2.899], [5.634, 2.217, -1.307], [3.333, 1.816, -0.599], [4.098, 0.241, -1.069], [2.062, 0.481, -1.944]],
  "lowdin_charge": [1.04, -0.56, -0.05, 0.00, -0.05, 0.00, -0.68, 0.02, 0.17, 0.14, 0.06, 0.11, 0.11, -0.02, -0.68, 0.00, 0.14, 0.18, 0.10, -0.01, 0.11, 0.05, -0.66, 0.02, 0.15, 0.15, 0.00, 0.10, 0.10, 0.02, -0.08, -0.31, -0.08, 0.07, 0.07, 0.05, 0.11, 0.11, 0.08, -0.09, -0.29, -0.19, 0.08, 0.04, 0.08, 0.12, 0.11, 0.08, -0.08, -0.34, -0.09, 0.08, 0.08, 0.08, 0.09, 0.12, 0.03]
}